[1]
A molecular structure, C34H49GeN3O6Sn in a non-equilibrium geometry. Source: the OMol25 dataset; level of theory: ωB97M-V/def2-TZVPD.

The geometry in XYZ format:
```
94
Properties=species:S:1:pos:R:3:lowdin_charge:R:1
H -2.071 -4.151 0.053 0.103
C 2.243 -0.285 -0.689 -0.326
H 5.996 0.346 -0.626 0.139
C -0.136 2.099 3.572 -0.010
C -5.497 2.624 0.573 -0.023
C 3.006 -0.239 4.201 -0.044
H 2.157 -2.201 4.386 0.117
H 3.320 3.764 0.750 0.104
C 1.958 -0.262 1.624 -0.287
N 1.428 -0.234 0.331 0.063
H -2.773 -0.294 -2.175 0.086
N 3.571 -0.539 -0.544 0.214
C 1.763 -1.350 2.466 -0.028
H -5.961 1.199 -1.830 0.102
N 1.841 -0.071 -1.955 0.169
C -2.245 3.341 2.927 -0.008
H -1.063 -2.684 0.011 0.067
C -3.802 2.701 -1.261 -0.006
H -6.041 0.220 -0.361 0.092
H -2.972 2.154 -1.723 0.062
H -4.761 -2.507 0.602 0.090
H 5.097 -2.955 -4.180 0.132
C 5.274 -2.217 -3.417 0.049
H -4.934 3.368 1.128 0.080
H -0.961 -2.722 2.566 0.067
C 0.601 -0.139 -2.554 -0.164
Sn -1.111 0.404 0.443 1.704
C -4.209 -2.992 1.405 -0.023
C 2.744 -3.546 -3.351 0.003
C -5.370 0.729 -1.051 -0.010
H 3.951 -0.429 0.390 0.167
H -1.844 0.797 5.250 0.099
H 7.293 -1.899 -4.025 0.143
H 0.238 1.149 3.955 0.091
H -6.235 3.130 -0.043 0.109
C -2.741 -2.563 1.365 -0.697
H -2.007 4.179 3.574 0.106
H 1.416 1.004 -6.165 0.098
H 4.503 2.934 1.787 0.105
H 3.437 -4.377 -3.197 0.122
C -1.815 -0.215 -2.683 -0.129
C 4.250 -1.886 -2.520 -0.154
H -4.651 -2.707 2.360 0.083
C -4.556 1.776 -0.293 -0.697
C -1.995 -3.068 2.596 -0.004
O -3.596 1.153 0.536 -0.431
C -0.532 -0.197 -4.716 0.031
H 7.765 -0.268 -2.224 0.141
C 2.282 -1.342 3.747 -0.055
H -2.459 -2.667 3.495 0.096
C 5.792 -0.364 -1.413 0.039
H 1.736 -3.859 -3.088 0.114
H -6.006 1.966 1.279 0.075
H 2.999 0.180 -6.155 0.106
C 3.215 0.854 3.384 -0.003
H -3.400 3.558 -0.724 0.091
C -2.089 -3.067 0.073 -0.019
H -3.328 3.247 2.850 0.079
H -1.842 3.533 1.927 0.090
H -4.474 3.057 -2.035 0.102
H 0.177 2.905 4.230 0.110
C 0.645 -0.173 -3.992 -0.204
O 1.895 -0.184 -4.501 -0.111
H 0.265 2.263 2.560 0.073
H 2.726 1.600 -5.117 0.106
C 3.439 3.089 1.595 -0.039
C 2.264 0.710 -5.551 -0.004
C 6.519 -1.636 -3.320 0.031
Ge -3.852 0.201 2.202 1.221
O 2.792 1.885 1.214 -0.100
H 2.981 3.530 2.483 0.103
H 2.766 -3.243 -4.400 0.116
H -3.327 1.668 4.815 0.080
H -1.967 2.530 5.563 0.107
O -2.685 -1.148 1.340 -0.459
H -4.721 -0.023 -1.496 0.067
C -1.666 2.037 3.471 -0.705
C 2.687 0.872 2.094 -0.275
H 3.414 -0.236 5.199 0.123
H -2.655 -2.708 -0.785 0.088
O -1.985 0.966 2.631 -0.410
C -1.753 -0.232 -4.071 -0.023
H 3.798 1.684 3.748 0.121
H -0.501 -0.221 -5.797 0.139
C 6.786 -0.709 -2.309 0.035
H -4.295 -4.066 1.287 0.106
H -2.665 -0.327 -4.640 0.133
O 3.038 -2.456 -2.494 -0.009
H -2.011 -4.151 2.647 0.105
H 2.583 -0.080 -2.653 0.141
C -0.639 -0.135 -1.981 -0.101
H 1.268 -2.221 2.064 0.108
C 4.515 -0.900 -1.519 -0.086
C -2.239 1.737 4.873 -0.003
```

F_max in eV Å⁻¹: 2.83
Spin multiplicity: 2
Relative energy (zero: lowest compared OMol25 entry of this formula, charge and spin) in eV: 3.430
Total energy in eV: -115128.178
Highest occupied orbital energy (spin up / spin down) in eV: -15.67 / -15.67
Net charge: +3
HOMO-LUMO gap (spin up / spin down) in eV: 4.43 / 4.05

=====

[2]
A molecular structure, C34H50AlF3NO2S3 in a non-equilibrium geometry. Source: the OMol25 dataset; level of theory: ωB97M-V/def2-TZVPD.

The geometry in XYZ format:
```
94
Properties=species:S:1:pos:R:3:lowdin_charge:R:1
S -4.430 -6.081 -0.368 0.856
H 2.021 -2.887 -1.073 0.112
C -3.785 -5.439 2.981 -0.084
F 1.190 8.740 -1.049 0.050
C 3.082 9.695 -0.040 -0.018
C 0.782 5.081 2.949 -0.022
C 2.487 9.096 -1.131 -0.294
H -1.803 0.664 -0.640 0.054
H -1.620 -6.192 -1.720 0.089
H 0.896 -1.475 2.204 0.100
H -3.836 0.987 -3.521 0.059
C -0.825 -4.245 -1.459 -0.219
C 1.654 -0.704 2.305 -0.288
C 6.459 -4.098 -1.133 -0.017
C -1.843 -5.336 -1.087 -0.347
C 6.250 -1.852 -0.264 -0.016
H -7.337 -3.557 1.791 0.086
H 6.136 -5.130 -1.113 0.117
H -1.520 -0.971 1.500 -0.271
C 7.451 -3.665 -2.000 -0.092
O 0.544 -1.495 -0.664 -0.205
S -7.084 -4.812 -0.656 0.664
H -0.464 5.101 -0.704 0.107
C 7.251 -1.437 -1.130 -0.083
C 1.609 -2.288 -0.257 -0.318
C 5.133 9.818 -1.292 -0.100
N -5.423 -4.388 1.385 -0.185
H 0.510 1.047 2.097 0.071
H -6.016 -3.047 2.799 0.109
H 0.313 0.269 3.672 0.074
H 8.626 -2.005 -2.675 0.096
H 7.912 -4.370 -2.679 0.101
H -1.195 -0.677 -2.888 0.054
C 7.850 -2.338 -1.999 -0.105
H -1.869 1.358 -2.229 0.075
C 0.912 5.948 0.708 -0.094
H 5.767 -1.158 0.409 0.117
C -3.305 -5.003 -1.352 -0.440
H 3.330 -1.025 -0.463 0.115
C -0.235 4.245 2.537 -0.291
C -1.950 -1.303 -2.423 -0.206
H 7.562 -0.401 -1.125 0.103
F -0.798 3.409 3.431 0.055
H 2.162 6.593 2.326 0.099
C 2.720 -1.424 0.337 -0.211
H -6.962 -1.471 0.817 0.071
C 4.418 10.054 -0.127 -0.086
C -5.713 -4.975 0.206 -1.140
C -0.693 4.233 1.235 -0.007
H -0.674 -4.270 -2.531 0.051
H -5.064 -0.070 -2.890 0.060
H -1.725 -5.694 -0.076 0.076
C -6.290 -3.275 1.779 -0.274
H 1.286 -3.003 0.507 0.102
H 2.671 8.368 -3.129 0.119
C -6.046 -2.027 0.952 -0.097
H -3.122 -5.528 2.141 0.041
C -0.113 5.096 0.319 -0.071
H 2.503 9.873 0.856 0.118
C 1.016 0.525 2.894 -0.072
C -4.015 -0.019 -3.164 -0.088
C 5.876 -3.183 -0.281 -0.282
H 5.063 9.032 -3.286 0.104
H -3.648 -6.279 3.649 0.073
C -3.089 -0.376 -1.993 -0.521
H -5.308 -1.411 1.436 0.048
C -5.201 -5.387 2.473 -0.246
Al -1.035 -2.307 -0.921 -0.019
O 2.191 -0.336 1.055 -0.142
F 4.917 -3.608 0.559 0.058
H -3.545 -5.256 -2.374 0.065
S -2.178 -2.027 1.039 0.445
H -3.869 -0.688 -4.000 0.056
H -2.296 -1.994 -3.188 0.043
H -3.544 -3.960 -1.189 0.063
H -3.547 -4.518 3.480 0.067
H -5.848 -5.108 3.293 0.110
H 0.112 -4.566 -1.014 0.038
H 3.322 -2.068 0.971 0.095
C 3.175 8.846 -2.300 -0.014
H 1.363 6.615 -0.010 0.078
H -3.686 -0.818 -1.206 0.074
C 1.358 5.935 2.021 -0.088
H -3.223 1.609 -1.124 0.070
H 1.112 5.056 3.979 0.114
C 4.509 9.216 -2.376 -0.084
H 4.902 10.519 0.721 0.103
H -5.628 -2.292 -0.008 0.048
C -2.474 0.900 -1.456 -0.111
H 2.467 -1.051 2.945 0.116
H 6.174 10.102 -1.355 0.099
H -5.489 -6.370 2.132 0.094
H 1.800 1.154 3.294 0.069
H -1.485 3.554 0.950 0.119
```

F_max in eV Å⁻¹: 1.11
Spin multiplicity: 1
Total energy in eV: -88912.346
Highest occupied orbital energy in eV: -4.81
Net charge: -1
HOMO-LUMO gap in eV: 6.86

=====

[3]
A molecular structure, C34H50AsBrMgN2O7S5Si. Source: the OMol25 dataset; level of theory: ωB97M-V/def2-TZVPD.

The geometry in XYZ format:
```
102
Properties=species:S:1:pos:R:3:lowdin_charge:R:1
N -2.831 -0.806 1.510 0.031
H -4.751 2.959 -4.031 0.108
Br -1.911 -1.185 -2.756 0.873
C -3.120 1.348 -2.696 -0.121
H -0.412 5.010 0.852 0.080
H 1.590 3.969 -4.570 0.079
C -4.228 -4.852 3.460 -0.098
C -4.554 3.336 -3.034 -0.048
C 4.522 -0.334 -1.819 -0.024
H 3.655 -2.844 1.756 -0.005
C 1.544 1.922 -3.877 -0.649
C 3.309 -2.399 2.686 -0.234
H 2.559 4.141 0.726 0.080
C -4.023 4.308 -0.502 -0.081
H -4.409 -5.894 3.231 0.092
N -2.370 -0.558 0.265 -0.006
H 3.622 -2.986 3.549 0.030
H 0.145 -4.329 1.862 0.015
H -5.780 5.072 -3.289 0.093
H 0.144 -4.271 3.657 0.034
H 1.248 -0.661 4.545 0.030
H -0.714 2.776 1.972 0.090
H 5.824 2.057 -1.419 0.079
C 0.659 3.184 0.359 -0.644
H -5.121 -2.425 5.672 0.104
H -5.542 -4.823 5.161 0.089
O -1.443 -2.707 1.232 -0.253
S 2.706 -5.918 -0.384 0.840
H 4.191 2.413 -2.016 0.064
C -3.717 2.602 -2.191 -0.205
H 4.108 -1.297 -1.517 0.075
H 5.592 -0.445 -2.022 0.083
H -2.825 -4.529 1.829 0.123
Si 1.550 1.030 -1.205 0.042
H -0.862 4.280 -0.703 0.069
C -4.875 5.011 -1.341 -0.109
C -3.764 -2.181 4.041 -0.282
S -1.074 -4.487 -1.976 0.330
O 0.413 -0.006 -0.924 -0.315
H 4.903 -0.787 0.742 0.069
Mg -0.297 -1.543 0.049 0.353
O 1.114 2.614 -0.857 -0.117
H -2.985 1.288 -3.769 0.099
H -1.156 2.008 0.427 0.054
O -3.578 -0.858 4.355 0.038
C 2.101 1.258 -5.129 -0.035
C -4.635 -2.913 4.836 -0.040
H 3.672 -1.376 2.776 0.028
O 2.038 1.162 -2.789 -0.110
C -0.030 4.487 -0.029 -0.033
C -3.353 -4.108 2.677 -0.008
H 1.624 -4.777 2.769 0.036
C 1.870 3.468 1.242 -0.031
O 0.759 -1.055 1.784 -0.553
As 1.387 -2.330 2.688 0.968
H -1.412 -1.508 2.877 0.111
H 4.689 0.844 1.398 0.081
C 4.763 2.080 -1.152 -0.025
S 2.762 -8.849 -1.009 0.321
S 0.505 -7.000 -1.737 0.841
C 5.058 0.273 0.543 -0.034
C 0.739 -4.142 2.753 -0.208
C -2.090 -1.999 2.144 -0.476
H 0.134 1.327 1.390 0.069
S 1.719 -3.129 -0.223 0.557
H 4.021 -0.027 -2.738 0.071
H 2.393 2.535 1.456 0.078
H -3.783 4.693 0.482 0.103
C 2.043 3.363 -3.781 -0.034
H 0.059 -1.953 4.817 0.020
H -0.381 2.334 -2.985 0.077
H 4.620 2.800 -0.342 0.079
H 6.130 0.454 0.432 0.078
C -5.131 4.524 -2.616 -0.102
H -0.365 2.435 -4.758 0.087
H -3.845 -0.856 1.556 0.130
C -3.079 0.133 -0.531 -0.193
C -3.443 3.119 -0.924 -0.044
H 3.128 3.399 -3.901 0.075
H -2.975 -0.460 3.710 0.078
C 4.302 0.692 -0.714 -0.645
C -4.862 -4.250 4.541 -0.115
C 2.021 -7.333 -1.033 -1.567
H 3.192 1.252 -5.085 0.080
C -0.323 2.269 1.084 -0.024
H 0.672 5.143 -0.550 0.080
H 1.781 3.787 -2.812 0.072
C 0.363 -5.279 -1.416 -1.221
H 1.755 0.225 -5.190 0.091
O 2.932 0.727 -0.351 -0.097
H -4.030 0.560 -0.201 0.133
H -0.320 0.851 -3.942 0.047
H -5.319 5.942 -1.011 0.092
C -2.738 0.306 -1.957 -0.613
H 1.773 -2.239 5.198 0.024
C 0.022 1.885 -3.894 -0.044
C 1.438 -4.777 -0.752 -1.125
H -2.735 2.615 -0.280 0.081
H 1.566 3.928 2.187 0.080
C -3.112 -2.772 2.960 -0.100
H 1.786 1.793 -6.029 0.079
C 1.084 -1.738 4.516 -0.223
```

F_max in eV Å⁻¹: 0.71
Spin multiplicity: 1
Relative energy (zero: lowest compared OMol25 entry of this formula, charge and spin) in eV: 1.223
Total energy in eV: -251772.655
Highest occupied orbital energy in eV: -0.89
Net charge: -2
HOMO-LUMO gap in eV: 4.65